The following is a DFT calculation (ωB97M-V/def2-TZVPD) of 2 unconnected molecules or ions with the total composition H4O2 at a distorted geometry.

Cartesian coordinates (Å):
O (-1.56377, -0.21301, -0.08458)
H (-0.63377, -0.04336, -0.21072)
H (-2.01713, 0.63560, -0.21054)
O (1.43623, -0.07034, -0.21886)
H (1.44591, -0.89799, 0.24133)
H (1.33253, 0.58910, 0.48337)

Properties
Net charge   0
Largest force on an atom   1.1 eV/A
SMILES   O.O
ΔE to the lowest compared entry with this formula, charge and spin   7.2 kJ/mol